# 1
{"formula": "C17H17ClF6O4", "method": "ωB97M-V/def2-TZVPD", "symbols": ["H", "C", "O", "C", "C", "H", "H", "C", "F", "H", "F", "H", "H", "C", "F", "H", "F", "O", "C", "C", "H", "C", "H", "C", "C", "C", "H", "H", "Cl", "H", "C", "C", "H", "H", "O", "C", "H", "H", "H", "C", "F", "C", "F", "O", "C"], "positions_angstrom": [[-2.30180, 1.20337, -3.72705], [0.36051, 1.48429, 2.42098], [-2.00751, 2.85778, 3.05004], [1.03233, 0.24898, 0.28914], [-0.22198, 1.37183, 3.77857], [2.23254, -1.12500, -0.72034], [-0.32694, -0.09189, -3.42340], [0.22087, 0.31934, 1.51589], [-2.59170, -4.79416, -0.38071], [2.21531, 2.99827, -2.98933], [-1.06326, -5.61786, 0.90863], [-0.26188, 0.34746, 4.11879], [-1.21431, 1.58292, -5.03483], [-1.35645, 1.67738, -3.96869], [-2.95828, -5.02389, 1.72659], [-1.44759, 2.71190, -3.67100], [-2.48641, -2.48468, 1.24136], [1.75947, 3.71039, 0.07407], [-1.61674, 1.94563, 3.76489], [2.36471, 1.52347, -1.42655], [0.35781, 1.94254, 4.48852], [1.44997, 2.65103, 0.58706], [-0.52175, 1.07538, -2.12861], [0.82525, -2.33392, 0.31327], [-2.03760, -4.70990, 0.81792], [1.56564, 2.28043, -2.52031], [3.23523, 2.12251, -1.19798], [0.91338, -2.14793, 1.36722], [1.14260, 4.01137, 2.90262], [1.54890, -3.08036, 0.02484], [1.18750, -1.04935, -0.46165], [0.94839, 2.58821, 1.98201], [0.77528, 2.84032, -2.03521], [-1.11201, -2.04927, -0.55186], [1.00795, 1.42826, -3.48661], [-0.28857, 0.96237, -3.18085], [-0.45657, -3.62853, -0.81188], [2.72075, 0.58367, -1.81289], [0.65351, -0.98917, -1.39739], [-1.44169, -3.30595, 1.08952], [-2.45006, 1.37586, 4.64812], [1.58696, 1.37689, -0.16854], [-0.77121, -3.39916, 2.23651], [-0.59723, -0.53821, 1.82344], [-0.57327, -2.85262, -0.07434]], "gap_ev": 7.976, "charge": 0, "e_homo_ev": -9.8, "smiles": "CCOCCC1=C(CCCC(F)(F)C(F)(F)F)C(=O)C(CC(=O)F)=C(Cl)C1=O", "e_tot_ha": -2018.3386}

# 2
{"formula": "C17H17ClFNO2S", "method": "ωB97M-V/def2-TZVPD", "symbols": ["C", "C", "C", "C", "H", "N", "H", "C", "H", "H", "C", "H", "C", "H", "F", "Cl", "H", "H", "H", "H", "H", "H", "C", "C", "C", "C", "H", "C", "C", "H", "O", "H", "C", "C", "H", "O", "H", "C", "S", "C"], "positions_angstrom": [[1.55268, 0.15986, -1.77136], [0.91192, -3.38423, 0.14177], [-0.66681, -2.35343, -1.32957], [-0.76625, -0.52676, 2.01720], [0.33740, 0.08761, -3.51909], [-2.06644, 2.31833, 0.72286], [-0.79849, 3.86188, 0.25116], [0.29826, -3.31428, -1.09507], [-0.35658, 0.45033, 1.75749], [-3.60563, 1.69539, 2.97079], [3.43932, -1.27220, -1.54341], [-0.36443, -0.84504, 2.97832], [-1.78678, 2.38766, 2.03692], [-2.62523, 1.54394, 0.39040], [-1.92949, -0.53934, -0.58493], [1.38068, -2.61400, 2.65789], [-1.26881, 1.77832, -2.70450], [1.02918, 2.20920, 0.86083], [-2.12450, 1.38697, 3.90454], [1.67047, -4.12543, 0.33868], [0.57838, -4.00278, -1.87575], [3.90221, -2.05585, -2.14092], [-1.27482, 3.02688, -0.26871], [0.55437, -2.49435, 1.14285], [1.75356, 0.77052, -0.53872], [-0.41725, -1.51167, 0.94882], [3.12375, -1.68877, -0.58131], [-0.42040, 1.50263, -2.09588], [-0.99962, -1.47570, -0.31652], [4.16558, -0.47079, -1.37488], [2.33813, -0.82245, -2.29461], [2.59155, 0.50421, 0.08571], [-0.24257, 2.09603, -0.85186], [0.46840, 0.55492, -2.55603], [-1.94190, 3.40752, -1.04529], [-1.00701, 3.17673, 2.53001], [-1.15881, -2.26439, -2.28400], [-2.55851, 1.39913, 2.90394], [-2.57826, -0.28965, 2.22762], [0.86270, 1.73303, -0.09538]], "gap_ev": 9.090, "charge": 0, "e_homo_ev": -8.4, "smiles": "COc1ccc(CNC(=O)CSCc2c(F)cccc2Cl)cc1", "e_tot_ha": -1821.5067, "relative_energy_kj_mol": 15.4}

# 3
{"formula": "C17H17ClINNiO", "method": "ωB97M-V/def2-TZVPD", "symbols": ["O", "H", "H", "H", "H", "H", "I", "H", "C", "N", "C", "H", "C", "H", "H", "C", "H", "H", "C", "C", "C", "C", "H", "Ni", "H", "C", "C", "C", "Cl", "H", "C", "C", "H", "C", "C", "H", "H", "C", "C"], "positions_angstrom": [[1.78466, 0.71972, 1.51726], [-2.80325, 2.20196, -3.11136], [0.75616, -1.73635, -2.92799], [1.92854, 0.53824, -1.79638], [-1.47935, -1.61131, -3.25734], [-1.77857, -2.32572, 4.84042], [3.32807, 2.30179, 3.82830], [0.49529, -1.05651, -1.21086], [0.42639, -0.79200, 2.76472], [0.22346, -1.54558, 1.64320], [-1.60587, 0.49255, -3.63765], [0.79848, 3.48222, -2.19848], [1.44576, 0.32040, -2.75963], [-0.91463, -2.99051, 0.65955], [0.57429, 1.49599, -4.38109], [1.41577, 0.27509, 2.63026], [-2.44131, -3.30871, 2.63320], [-2.51038, 0.13224, -4.16216], [-2.07635, 1.54575, -2.59810], [1.53416, 0.20332, 5.11618], [0.22815, 2.59587, -2.50882], [0.48075, -0.71178, 5.18798], [2.02971, 0.52765, 6.02068], [1.22465, -1.53525, 0.18803], [2.24670, -0.12169, -3.36822], [-0.14446, -1.19907, 3.99540], [1.02805, 1.66103, -3.39265], [-1.56752, -2.67688, 2.72505], [-0.03409, -1.29270, 6.70310], [-1.33243, 3.01359, -1.16508], [-0.77380, -2.47624, 1.59946], [-0.91798, -0.68354, -3.12806], [1.97056, 2.19997, -3.58936], [-1.21573, -2.11048, 3.93568], [-1.00039, 2.40776, -2.01249], [-2.63335, 1.04965, -1.79242], [-1.01642, 1.02826, -4.38739], [1.94483, 0.75644, 3.90796], [0.38148, -0.77516, -2.51091]], "gap_ev": [5.765, 3.851], "charge": 0, "multiplicity": 3, "s2": 2.216, "e_homo_ev": [-6.2, -6.2], "e_tot_ha": -3053.9181}

# 4
{"formula": "C17H17ClO3PrS", "method": "ωB97M-V/def2-TZVPD", "symbols": ["H", "O", "C", "C", "H", "O", "H", "C", "C", "S", "H", "C", "H", "H", "C", "Pr", "O", "H", "C", "H", "H", "H", "C", "C", "C", "C", "C", "H", "C", "C", "C", "H", "C", "C", "H", "H", "Cl", "H", "H", "H"], "positions_angstrom": [[2.07891, 1.56690, -2.27324], [-1.18756, -1.01778, 0.82307], [2.26856, -1.70590, -3.13316], [-0.15951, 1.99789, 2.86875], [-0.13176, 2.92893, 6.80971], [-0.22348, 0.79072, -0.53939], [2.78218, -0.78743, -1.12371], [-1.79930, 0.38916, -3.45113], [-0.15595, 2.39254, 4.21111], [-0.10420, -0.08855, 0.74744], [2.35289, -2.77308, -2.92654], [-0.15127, 0.64707, 2.56657], [-0.83150, -0.40430, -5.32920], [-2.41052, -2.49714, -1.80374], [-0.13323, -0.30805, 3.57335], [0.08136, -0.76978, -2.24361], [1.18902, -0.71206, 0.79959], [-1.24803, -2.86770, -4.22860], [-0.12521, 1.84665, 6.69678], [1.33947, -1.65702, -5.17612], [-0.16552, 2.74348, 2.07332], [-1.00319, 1.43058, 7.20127], [1.70448, -1.10882, -4.30838], [-0.13041, 0.09136, 4.91033], [2.12464, 0.60250, -2.78242], [-2.20319, -1.72290, -2.53748], [-1.56802, -1.90899, -3.81734], [0.77173, 1.44521, 7.17860], [2.52312, -0.64809, -2.17321], [-1.33657, -0.60925, -4.38694], [1.61694, 0.30852, -4.09948], [1.16452, 1.03854, -4.77083], [-2.33713, -0.30482, -2.30494], [-0.13945, 1.45245, 5.24471], [-0.11876, -1.37451, 3.34686], [-1.66267, 1.46969, -3.52879], [0.26846, -2.81999, -0.89835], [-2.66290, 0.15080, -1.37410], [-0.11565, -0.67001, 5.70120], [-0.16128, 3.46316, 4.45802]], "gap_ev": [7.369, 7.495], "charge": -1, "multiplicity": 3, "s2": 2.003, "e_homo_ev": [-4.7, -4.9], "e_tot_ha": -2259.2081}

# 5
{"formula": "C17H17ClO3SZr", "method": "ωB97M-V/def2-TZVPD", "symbols": ["C", "H", "C", "C", "H", "H", "H", "H", "C", "O", "O", "S", "C", "C", "C", "H", "H", "H", "H", "H", "C", "Cl", "C", "H", "C", "H", "C", "C", "C", "Zr", "C", "H", "C", "C", "H", "H", "H", "O", "H", "C"], "positions_angstrom": [[-3.05015, 1.20087, -4.12763], [2.10133, -5.76905, 0.65290], [-1.32286, 2.68125, -4.53919], [-0.36403, 0.75662, 1.91327], [4.16075, -1.46487, 2.01773], [-3.25083, 3.38208, -3.62368], [-4.01492, 0.79508, -3.83620], [4.12741, -3.35549, 3.59070], [1.01469, 0.59421, 1.59245], [3.38479, -1.72310, -2.06253], [3.78644, -0.10817, -0.19867], [3.09369, -1.24996, -0.74400], [-0.92652, 1.72505, 1.01880], [2.57880, -4.83765, 0.95471], [-1.97464, 0.47120, -4.71942], [0.06106, 2.99680, -0.57749], [2.87895, -5.73316, 4.07985], [0.04321, 1.14504, -5.44148], [-1.94299, 2.10626, 1.05737], [1.73453, 0.00046, 2.15061], [-0.90796, 1.38559, -4.97485], [-1.65495, -1.66887, 0.52273], [1.33600, 1.51213, 0.53632], [-0.74388, 3.59783, -4.61480], [3.33749, -5.93248, 3.10965], [2.33137, 1.69643, 0.15016], [0.12224, 2.20135, 0.16030], [3.71033, -3.49874, 2.59407], [3.20320, -4.74343, 2.20427], [-0.16403, -0.10764, -0.39612], [2.57469, -3.77064, 0.06297], [2.14304, -3.86752, -0.92934], [-2.64779, 2.56707, -4.01520], [3.17178, -2.57397, 0.44207], [4.38026, -6.19409, 3.31274], [2.84943, -6.80575, 2.67967], [-1.97688, -0.58874, -4.95691], [1.53745, -1.01438, -0.70761], [-0.85535, 0.28026, 2.75731], [3.71846, -2.41290, 1.71739]], "gap_ev": [3.633, 3.638], "charge": 0, "e_homo_ev": [-5.9, -5.9], "e_tot_ha": -1789.1003, "relative_energy_kj_mol": 53.0}

# 6
{"formula": "C17H17F3O3", "method": "ωB97M-V/def2-TZVPD", "symbols": ["O", "C", "H", "C", "H", "H", "C", "C", "C", "C", "O", "H", "C", "H", "C", "C", "C", "C", "F", "O", "H", "H", "H", "C", "H", "H", "F", "C", "H", "H", "C", "H", "H", "H", "H", "C", "H", "C", "C", "F"], "positions_angstrom": [[1.99968, -0.82114, 1.54872], [0.86090, -0.41761, 2.16222], [-1.69153, 1.69708, -4.16394], [1.64618, 0.01740, -3.35119], [1.11772, 1.72692, 2.16008], [2.67767, 1.10594, 1.10599], [2.53352, -0.06742, -0.69915], [-1.86654, -0.23057, -0.47128], [-2.06145, -2.29763, 3.65307], [2.80445, 0.06565, 0.80217], [-1.20042, 1.75402, -1.74382], [1.83912, -0.34332, -5.44363], [0.02218, -1.45622, 2.57462], [-2.42891, 0.34136, 4.07196], [-0.34678, 1.15526, -2.62617], [-1.14590, -1.17465, 3.25791], [0.89181, 0.56009, -2.31795], [-0.74655, 1.21978, -3.95731], [-3.02062, -2.50892, 2.72649], [1.30874, 0.55798, -1.00407], [-1.08897, -0.88784, -0.85310], [3.35745, 0.41406, -1.24367], [0.30906, -2.47242, 2.35653], [-1.38207, 1.21406, -0.44716], [-2.14419, 1.85998, -0.00218], [2.49878, -1.13383, -0.95851], [-2.70868, -2.06088, 4.80498], [0.49658, 0.89483, 2.45185], [-0.94389, 2.18152, 3.35114], [-2.74221, -0.32095, -1.10990], [0.02699, 0.70064, -4.97672], [-2.12770, -0.54699, 0.53447], [3.83842, -0.23747, 0.99342], [-0.46422, 1.29396, 0.14106], [-0.31004, 0.76738, -5.99930], [-1.51378, 0.13549, 3.54054], [2.59010, -0.45890, -3.14055], [-0.67890, 1.15839, 3.13457], [1.22289, 0.08433, -4.66785], [-1.42888, -3.46933, 3.80568]], "gap_ev": 8.978, "charge": 0, "e_homo_ev": -8.3, "smiles": "CCOc1ccccc1OCCOc1cccc(C(F)(F)F)c1", "e_tot_ha": -1183.3088, "relative_energy_kj_mol": 0.0}